Formula: C5H6O2
Source: the Open Molecules 2025 dataset
Level of theory: wB97M-V/def2-TZVPD

The calculation puts the gap between HOMO and LUMO at 9.4 eV. Its SMILES is C[C@@H](O)c1cc1=O. Its maximum force is 3.30 eV/Å. For the calculated total energy, the calculation gives -9373.8533 eV. As for the lowest unoccupied orbital energy: 0.34 eV.

The geometry in ORCA input format:
```
! RIJCOSX wB97M-V def2-TZVPD def2/J DEFGRID3
* xyz 0 1
O 3.40517 0.29449 0.03765
H -2.48907 0.32474 -0.00684
C -1.56647 -0.18404 0.23792
O -0.26566 1.85431 0.23529
H -0.94377 2.44728 -0.16127
H -1.65148 -0.98742 -0.38128
C -0.35588 0.54566 -0.28495
H 1.37002 -2.57658 0.24178
C 2.33010 -0.24412 0.06184
H -0.60615 0.52656 -1.41528
C 1.48544 -1.40796 0.11397
H -1.65076 -0.44582 1.31047
C 0.93851 -0.14709 0.01069
*
```


Formula: C5H6O2S
Source: the Open Molecules 2025 dataset
Level of theory: wB97M-V/def2-TZVPD

The calculation puts the gap between HOMO and LUMO at 8.5 eV. Its SMILES is O=CO[C@H]1CCC1=S. Its maximum force is 1.26 eV/Å. For the calculated total energy, the calculation gives -20211.1242 eV. As for the lowest unoccupied orbital energy: -0.25 eV.

The geometry in ORCA input format:
```
! RIJCOSX wB97M-V def2-TZVPD def2/J DEFGRID3
* xyz 0 1
O 0.76431 0.91298 -1.35100
H 0.75429 -1.08798 -1.37653
S -2.45438 -0.27283 -1.07101
C 0.79096 -0.58652 0.76070
C 0.40268 -0.29344 -0.69941
H 0.63670 2.88306 -1.42143
H -0.68560 -2.25692 0.99634
O -0.28244 2.13735 0.25212
H 0.95547 0.31945 1.30292
H -1.17230 -0.78109 1.83211
C -1.05930 -0.57086 -0.34159
C -0.63017 -1.15906 0.98589
H 1.64594 -1.29455 0.90661
C 0.33384 2.05042 -0.77574
*
```


Formula: C5H6O3
Source: the Open Molecules 2025 dataset
Level of theory: wB97M-V/def2-TZVPD

The calculation puts the gap between HOMO and LUMO at 9.6 eV. Its SMILES is O=CC1[C@H]2OCO[C@H]12. Its maximum force is 2.39 eV/Å. For the calculated total energy, the calculation gives -11418.6445 eV. As for the lowest unoccupied orbital energy: 0.25 eV.

The geometry in ORCA input format:
```
! RIJCOSX wB97M-V def2-TZVPD def2/J DEFGRID3
* xyz 0 1
C 0.30253 0.57792 0.38264
H 0.69373 -0.61312 -2.16816
H -1.46219 1.15805 -0.80889
C -0.70856 -0.47801 0.32929
O 0.52447 0.67420 1.78625
C 0.03190 0.27008 -2.12298
H 1.68688 -1.01582 2.20364
C -0.56546 0.62384 -0.79628
O -0.33404 0.83457 -3.11501
H -1.70316 -0.26912 0.82097
H 0.07663 -0.91840 3.04060
O 0.01201 -1.50258 1.03838
H 1.23057 0.28660 -0.07941
C 0.58260 -0.77345 2.09305
*
```


Formula: C5H6O3
Source: the Open Molecules 2025 dataset
Level of theory: wB97M-V/def2-TZVPD

The calculation puts the gap between HOMO and LUMO at 9.8 eV. Its maximum force is 6.71 eV/Å. For the calculated total energy, the calculation gives -11419.5837 eV. As for the lowest unoccupied orbital energy: 0.37 eV.

The geometry in ORCA input format:
```
! RIJCOSX wB97M-V def2-TZVPD def2/J DEFGRID3
* xyz 0 1
C 0.43852 -0.21265 1.15462
O 0.27156 2.10198 -0.54676
H -0.95257 -1.91049 1.15177
C -1.34655 0.42493 0.22091
O -2.37335 0.97481 -0.04012
H 1.37035 -0.68741 1.35993
H 0.34193 -0.23135 -2.12504
C -0.80134 -0.98867 0.62918
C 0.08719 0.69749 -0.07748
H 1.17222 2.34686 -1.17169
O -0.26154 -1.60433 -0.51718
C 0.44259 -0.52874 -0.99835
H -0.02775 0.35197 1.88465
H 1.63876 -0.73439 -0.92444
*
```


Formula: C5H6O3
Source: the Open Molecules 2025 dataset
Level of theory: wB97M-V/def2-TZVPD

The calculation puts the gap between HOMO and LUMO at 9.3 eV. Its SMILES is C/C(=C/C=O)C(=O)O. Its maximum force is 5.53 eV/Å. For the calculated total energy, the calculation gives -11420.7379 eV. As for the lowest unoccupied orbital energy: -1.27 eV.

The geometry in ORCA input format:
```
! RIJCOSX wB97M-V def2-TZVPD def2/J DEFGRID3
* xyz 0 1
H 3.01812 -1.33370 -0.10563
C 2.11203 -0.75479 -0.46224
C -0.29256 -0.22012 0.16481
O 0.47497 2.14296 -1.10655
H 1.25423 1.61712 -1.50345
C -1.74221 -0.35660 0.95718
O -1.72614 1.64757 -0.73183
H -2.65278 -0.18407 0.38977
C -0.55604 1.28478 -0.59985
H 0.29855 -2.03356 0.67758
H -1.64191 -1.37535 1.15011
H -1.78649 0.28276 1.92373
O 2.52040 0.46479 -0.68146
C 0.71984 -1.18179 -0.07217
*
```


Formula: C5H6O3
Source: the Open Molecules 2025 dataset
Level of theory: wB97M-V/def2-TZVPD

The calculation puts the gap between HOMO and LUMO at 9.8 eV. Its SMILES is C1=C2OCO[C@@H]2CO1. Its maximum force is 8.16 eV/Å. For the calculated total energy, the calculation gives -11419.5874 eV. As for the lowest unoccupied orbital energy: 0.92 eV.

The geometry in ORCA input format:
```
! RIJCOSX wB97M-V def2-TZVPD def2/J DEFGRID3
* xyz 0 1
H 2.61767 -0.28758 -0.95036
C -1.56844 -0.92634 -0.03197
C 2.01752 -0.28916 -0.07905
O -2.12366 0.43506 -0.07175
O 1.47971 1.06877 0.16520
C 0.15523 0.66498 0.37996
H 2.71950 -0.67130 0.70283
C -0.79310 1.16832 -0.32069
H 0.05677 -0.98154 1.61820
O 0.87832 -1.06136 -0.49688
H -1.48776 -1.48578 -0.89444
C -0.24920 -0.77481 0.48619
H -0.91985 2.31129 -0.53557
H -2.23329 -1.48284 0.68013
*
```


Computed energy above the lowest of the compared OMol25 structures with the same formula, charge and spin, in the same sequence as the records: 74.8; 25.0; 133.0; 111.3; 84.7; 111.3 kcal/mol.